# C58H59BN2O3P3S2Ti

A structure of composition C58H59BN2O3P3S2Ti (the ωB97M-V functional and the def2-TZVPD basis, OMol25).

```
129
Properties=species:S:1:pos:R:3:forces:R:3
Ti -0.21929 -0.35618 0.07627 0.8 -0.3 -1.1
S -2.14322 -3.78367 -0.74758 0.1 0.0 0.0
P -0.42654 -3.62999 0.23044 -0.1 -0.1 0.0
C 0.45466 -2.17804 -0.16734 -0.1 0.2 0.2
P 1.86334 -1.90624 -1.10799 -0.1 -0.1 0.1
S 1.82497 0.12251 -1.26356 -0.2 0.0 0.2
C 1.83270 -2.64549 -2.75447 0.0 0.0 0.0
C 2.91738 -2.43899 -3.60848 0.0 0.0 0.0
C 2.91238 -2.99098 -4.87724 0.0 0.0 0.0
C 1.82922 -3.75822 -5.29728 0.0 0.0 0.0
C 0.74791 -3.95418 -4.45414 0.0 0.0 0.0
C 0.74364 -3.39107 -3.18393 0.0 0.0 0.0
C 3.44003 -2.44631 -0.41090 0.0 0.0 0.0
C 3.97523 -3.68086 -0.77054 0.0 0.0 0.0
C 5.17841 -4.09848 -0.22317 0.0 0.0 0.0
C 5.84984 -3.28698 0.68031 0.0 0.0 0.0
C 5.32111 -2.05249 1.03457 0.0 0.0 0.0
C 4.12075 -1.62813 0.48750 -0.1 0.0 0.0
C -0.73737 -3.64598 2.02451 0.0 0.0 0.0
C -1.85031 -4.33446 2.50524 0.0 0.0 0.0
C -2.05394 -4.46759 3.87028 0.0 0.0 0.0
C -1.14105 -3.92696 4.76612 0.0 0.0 0.0
C -0.02747 -3.25039 4.29075 0.0 0.0 0.0
C 0.17471 -3.10119 2.92548 0.0 0.0 0.0
C 0.62489 -5.10044 0.01862 0.0 0.0 0.0
C 1.68347 -5.33494 0.89390 0.0 0.0 0.0
C 2.45120 -6.48166 0.76717 0.0 0.0 0.0
C 2.18014 -7.38996 -0.24699 0.0 0.0 0.0
C 1.13023 -7.15798 -1.12458 0.0 0.0 0.0
C 0.34489 -6.02342 -0.98324 0.0 0.0 0.0
H 3.76762 -1.85222 -3.27846 0.0 0.0 0.0
H 3.75482 -2.83183 -5.53782 0.0 0.0 0.0
H 1.83228 -4.19798 -6.28654 0.0 0.0 0.0
H -0.10233 -4.53881 -4.78182 0.0 0.0 0.0
H -0.12410 -3.51663 -2.54659 0.0 0.0 0.0
H 3.46320 -4.31521 -1.48398 0.0 0.0 0.0
H 5.59211 -5.05749 -0.50786 0.0 0.0 0.0
H 6.79355 -3.61152 1.09996 0.0 0.0 0.0
H 5.85213 -1.41328 1.72877 0.0 0.0 0.0
H 3.70294 -0.66799 0.76010 0.0 0.0 0.0
H -2.54871 -4.76839 1.80011 0.0 0.0 0.0
H -2.91829 -5.00861 4.23545 0.0 0.0 0.0
H -1.29149 -4.04288 5.83177 0.0 0.0 0.0
H 0.69392 -2.84946 4.99224 0.0 0.0 0.0
H 1.04603 -2.56808 2.56132 0.0 0.0 0.0
H 1.90894 -4.62946 1.68474 0.0 0.0 0.0
H 3.26582 -6.66044 1.45706 0.0 0.0 0.0
H 2.78023 -8.28546 -0.34689 0.0 0.0 0.0
H 0.91026 -7.87088 -1.90875 0.0 0.0 0.0
H -0.49988 -5.85233 -1.63964 0.0 0.0 0.0
N -2.25727 1.55732 -1.96157 -0.1 0.0 0.0
P -2.11214 -0.14540 -2.04684 0.2 0.0 0.2
C -1.81648 -0.41888 -3.81330 0.0 0.0 -0.1
C -2.83176 -0.42894 -4.77223 0.0 0.0 0.0
C -2.51462 -0.54276 -6.11628 0.0 0.0 0.0
C -1.18678 -0.63741 -6.51463 0.0 0.0 0.0
C -0.17330 -0.60850 -5.56940 0.0 0.0 0.0
C -0.48716 -0.50029 -4.22274 0.0 0.0 0.0
C -3.84457 -0.62438 -1.77743 -0.1 -0.1 0.0
C -4.69492 0.19168 -1.03574 0.0 0.0 0.0
C -6.00437 -0.19634 -0.78048 0.0 0.0 0.0
C -6.47402 -1.40644 -1.26346 0.0 0.0 0.0
C -5.63086 -2.23137 -2.00045 0.0 0.0 0.0
C -4.32498 -1.84760 -2.25298 0.0 0.0 0.0
C -1.43750 2.39404 -1.24770 0.0 0.1 0.0
C -1.61264 3.78308 -1.37188 0.0 0.0 0.0
C -0.79674 4.62887 -0.66681 0.0 0.0 0.0
C 0.19822 4.09211 0.15120 0.0 0.0 0.0
C 0.30496 2.72824 0.21884 0.0 0.0 0.0
N -0.49811 1.87170 -0.45179 -0.1 0.1 0.2
H -2.88973 2.02751 -2.59337 0.0 0.0 0.0
H -3.86932 -0.35270 -4.47417 0.0 0.0 0.0
H -3.30471 -0.55531 -6.85573 0.0 0.0 0.0
H -0.94522 -0.72725 -7.56605 0.0 0.0 0.0
H 0.86359 -0.67812 -5.87152 0.0 0.0 0.0
H 0.30711 -0.46234 -3.48795 0.0 0.0 0.0
H -4.33872 1.14045 -0.65153 0.0 0.0 0.0
H -6.65017 0.45125 -0.20047 0.0 0.0 0.0
H -7.49525 -1.71035 -1.07084 0.0 0.0 0.0
H -5.99277 -3.17811 -2.38005 0.0 0.0 0.0
H -3.67816 -2.49931 -2.82535 0.0 0.0 0.0
H -2.38580 4.16286 -2.02631 0.0 0.0 0.0
H -0.92146 5.70006 -0.75602 0.0 0.0 0.0
H 0.87567 4.71786 0.71293 0.0 0.0 0.0
H 1.07092 2.26912 0.82701 0.0 0.0 0.0
C -7.46683 0.82234 4.36888 0.0 0.0 0.0
C -6.29147 0.36499 3.55829 0.0 0.0 0.0
C -5.25735 1.24873 3.25387 0.0 0.0 0.0
C -4.14246 0.85723 2.53608 0.0 0.0 0.0
C -3.08643 1.88056 2.23492 0.0 0.0 0.0
C -4.06470 -0.49579 2.11331 0.0 -0.1 0.0
C -2.93715 -1.01861 1.40790 0.0 0.1 0.0
O -1.94044 -0.34765 1.05876 -0.3 -0.2 0.2
C -5.12506 -1.39807 2.37883 0.0 0.0 0.0
C -5.13559 -2.82827 1.90172 0.0 0.0 0.0
C -6.21321 -0.94687 3.10420 0.0 0.0 0.0
H -7.64319 1.89010 4.24707 0.0 0.0 0.0
H -7.28101 0.63759 5.42954 0.0 0.0 0.0
H -8.37223 0.28210 4.09586 0.0 0.0 0.0
H -5.33114 2.27815 3.58520 0.0 0.0 0.0
H -3.38720 2.84706 2.63732 0.0 0.0 0.0
H -2.93353 1.98685 1.15840 0.0 0.0 0.0
H -2.12039 1.60112 2.65571 0.0 0.0 0.0
H -2.92725 -2.07709 1.14185 0.0 0.0 0.0
H -4.63184 -3.47369 2.62475 0.0 0.0 0.0
H -4.66028 -2.97427 0.93323 0.0 0.0 0.0
H -6.16580 -3.17074 1.81457 0.0 0.0 0.0
H -7.03036 -1.62920 3.30904 0.0 0.0 0.0
C 0.41266 0.48087 5.30259 0.0 0.0 0.0
C 1.07571 1.12457 4.09538 0.0 0.0 0.0
C 1.17983 2.62576 4.31252 0.0 0.0 0.0
O 0.18384 0.91686 2.96677 0.0 0.1 0.0
B 0.77105 0.08495 2.04364 -0.1 0.1 0.1
O 2.03419 -0.28171 2.42903 0.0 0.0 0.0
C 2.41225 0.42848 3.63639 0.0 0.0 0.0
C 2.97040 -0.59884 4.60663 0.0 0.0 0.0
C 3.51574 1.39917 3.23638 0.0 0.0 0.0
H -0.51592 1.00973 5.52185 0.0 0.0 0.0
H 1.05160 0.53149 6.18490 0.0 0.0 0.0
H 0.16323 -0.56033 5.10368 0.0 0.0 0.0
H 0.17870 3.02346 4.48213 0.0 0.0 0.0
H 1.60533 3.13435 3.44905 0.0 0.0 0.0
H 1.78852 2.85889 5.18784 0.0 0.0 0.0
H 2.22178 -1.33534 4.89405 0.0 0.0 0.0
H 3.35352 -0.12221 5.51062 0.0 0.0 0.0
H 3.79363 -1.12414 4.12150 0.0 0.0 0.0
H 3.20496 2.02910 2.40159 0.0 0.0 0.0
H 4.38966 0.83039 2.91622 0.0 0.0 0.0
H 3.81206 2.04080 4.06661 0.0 0.0 0.0
```
Positions in Å, forces in eV/Å.

Values from the calculation:
* HOMO-LUMO gap: 6.87 eV
* DFT total energy: -5275.644363 Ha
* LUMO energy: -3.1 eV
* charge: +1
* E_HOMO: -9.99 eV
* ΔE to the lowest compared entry with this formula, charge and spin: 0.00 kJ/mol

Results of the Mulliken charge analysis, in e, for atoms 1 through 99:
1. Ti -2.249
2. S -0.401
3. P 1.365
4. C 0.315
5. P 1.381
6. S -0.729
7. C 0.813
8. C -0.504
9. C -0.867
10. C -0.627
11. C -1.003
12. C 0.063
13. C 0.721
14. C -0.431
15. C -0.635
16. C -0.814
17. C -0.576
18. C -0.075
19. C 1.080
20. C -1.081
21. C -0.746
22. C -0.972
23. C -1.184
24. C -0.265
25. C 1.192
26. C -0.437
27. C -0.716
28. C -0.596
29. C -0.949
30. C -0.271
31. H 0.503
32. H 0.433
33. H 0.425
34. H 0.499
35. H 0.227
36. H 0.416
37. H 0.465
38. H 0.414
39. H 0.499
40. H -0.127
41. H 0.651
42. H 0.474
43. H 0.462
44. H 0.505
45. H 0.607
46. H 0.252
47. H 0.474
48. H 0.425
49. H 0.457
50. H 0.415
51. N 0.395
52. P 1.071
53. C 0.754
54. C -0.519
55. C -0.789
56. C -0.679
57. C -0.605
58. C -0.284
59. C 0.152
60. C -0.672
61. C -0.427
62. C -0.769
63. C -0.985
64. C -0.649
65. C -0.002
66. C -1.110
67. C -0.809
68. C -1.116
69. C -0.135
70. N 0.974
71. H 0.391
72. H 0.415
73. H 0.438
74. H 0.423
75. H 0.503
76. H -0.213
77. H 0.257
78. H 0.440
79. H 0.427
80. H 0.428
81. H 0.773
82. H 0.529
83. H 0.431
84. H 0.570
85. H 0.243
86. C -1.634
87. C 0.643
88. C -1.153
89. C 1.337
90. C -1.236
91. C 0.257
92. C 0.443
93. O 0.628
94. C 1.073
95. C -1.578
96. C -1.005
97. H 0.396
98. H 0.309
99. H 0.413